Record 1
Formula: C21H35FP2Sn
Source: OMol25
Level of theory: ωB97M-V/def2-TZVPD

The calculation puts the HOMO-LUMO gap (alpha / beta) at 0.2307 / 0.2367 Eh. As for the net charge: +2. Its spin multiplicity is 1. Its energy above the lowest of the compared OMol25 structures with the same formula, charge and spin is 0.0 kJ/mol.

The geometry in XYZ format:
```
60
Properties=species:S:1:pos:R:3:forces:R:3:lowdin_charge:R:1
Sn 2.678151 -0.276483 2.154011 -0.235 -0.275 1.561 1.068
P 0.305659 1.891171 -1.962530 -0.136 0.699 -1.659 0.970
P 0.297934 -2.148044 -2.015721 -1.876 0.626 -1.085 0.953
F -1.031050 2.665542 6.428425 0.804 -0.496 -1.101 0.052
C 1.005990 0.501260 -2.939792 0.024 -0.205 0.040 -0.304
C -0.607459 0.761510 0.421708 0.250 0.587 -0.217 -0.165
C 1.107455 2.267326 5.445332 0.123 -0.079 -0.299 0.009
C -2.929396 -0.180968 -1.432003 -1.640 -1.021 1.315 -0.164
C 1.868907 1.651740 4.434637 -0.646 0.302 0.693 -0.143
C -0.899124 1.228215 4.541048 0.463 -0.527 -0.335 0.002
C 1.769442 2.730946 -1.336965 0.313 0.470 0.217 -0.140
C -2.228259 1.086325 -1.559961 -0.331 1.842 -0.722 -0.093
C -2.859623 -1.022456 -0.088660 -1.494 0.283 -0.726 -0.183
C -1.089804 1.606964 -0.784618 1.406 -0.251 0.840 -0.346
C 2.212909 -2.189642 3.258298 0.079 0.657 -0.395 -0.314
C 1.266918 0.756869 3.559950 0.718 -0.457 -1.079 -0.418
C -0.385209 -1.734016 -0.392118 2.367 -0.149 0.489 -0.384
C -0.530905 2.925898 -3.198937 -0.152 0.303 -0.377 -0.167
C 2.007265 -2.697400 -1.817846 -0.039 -0.047 -0.166 -0.122
C -0.813910 -3.364732 -2.715605 0.211 -0.625 -0.301 -0.154
C 0.121152 -0.735075 -3.205208 0.337 0.068 -0.321 -0.256
C -0.267020 2.067668 5.453648 -0.351 0.172 0.532 -0.244
C -1.740067 -1.930601 0.082522 -0.088 -1.079 0.570 -0.067
C 0.301836 -0.381590 -0.019260 1.087 -0.442 1.553 -0.229
C -0.103970 0.495120 3.636178 -0.055 0.699 0.765 -0.160
H -0.913566 -4.217814 -2.026971 0.061 0.174 -0.291 0.087
H 1.578639 2.889597 6.198187 -0.144 0.000 -0.062 0.127
H 1.934634 -2.984463 2.550253 0.273 -0.025 0.414 -0.033
H 0.112183 3.288271 -4.008386 0.170 -0.135 0.329 0.079
H -2.709814 1.841135 -2.232993 0.439 -0.923 0.692 0.125
H -1.816069 -2.920882 -2.858465 0.539 -0.078 0.106 0.074
H 1.942740 0.214280 -2.446539 -0.092 0.111 -0.220 0.075
H 2.282398 -3.276244 -2.709557 0.011 0.140 0.185 0.084
H -3.033131 -0.384480 0.812595 -0.048 -0.311 -0.645 0.136
H -0.946769 -0.430786 -3.309095 0.693 -0.560 0.185 0.094
H 1.297974 0.947774 -3.900443 -0.116 0.018 0.208 0.115
H -0.074947 1.360911 1.185684 -0.122 0.000 -0.666 0.113
H 1.404132 -2.009915 3.993545 0.565 -0.155 -0.440 -0.002
H -0.545061 -0.313549 3.045748 -0.056 0.345 0.084 0.092
H 2.713597 -1.863789 -1.700105 -0.265 -0.172 -0.004 0.070
H -1.864751 -2.780811 0.776375 -0.079 0.552 -0.518 0.139
H -0.420351 -3.705423 -3.687877 -0.255 -0.026 0.353 0.083
H -2.796592 -0.859249 -2.293400 0.099 0.089 0.156 0.105
H 2.945181 1.827994 4.393789 -0.255 0.128 0.057 0.091
H -4.006414 0.106591 -1.504348 0.562 -0.322 -0.115 0.144
H -1.001628 3.797317 -2.730940 0.213 -0.069 0.108 0.084
H 0.986595 -0.643664 0.848049 -1.218 0.200 -0.901 -0.037
H -1.354355 2.379600 -3.676870 0.371 -0.081 0.140 0.062
H -1.972675 1.103667 4.555821 -0.034 -0.031 0.241 0.117
H 0.206514 -2.525027 0.120083 -0.242 0.381 0.186 0.121
H 2.086480 3.522582 -2.042711 -0.281 -0.366 0.285 0.088
H -1.495487 0.421557 0.943758 0.430 -0.051 0.066 0.089
H 2.080807 -3.348934 -0.933825 -0.075 0.173 -0.281 0.085
H 1.568054 3.191461 -0.366395 -0.011 0.057 -0.081 0.076
H -1.196727 2.660207 -0.455849 -0.476 -0.285 -0.102 0.148
H 3.175154 -2.413224 3.767588 -0.660 -0.180 -0.278 -0.002
H 2.619093 2.047873 -1.208095 -0.329 0.011 0.008 0.066
H -3.744938 -1.694038 -0.083207 0.178 0.522 -0.139 0.139
H 0.441062 -1.140145 -4.185892 -0.284 0.025 0.413 0.117
H 1.060198 -0.063945 -0.776064 -0.701 -0.210 0.733 0.050
```
Forces are in eV/Å.


Record 2
Formula: C21H35NOP2Ti
Source: OMol25
Level of theory: ωB97M-V/def2-TZVPD

The calculation puts the HOMO-LUMO gap (alpha / beta) at 0.1855 / 0.1855 Eh. As for the net charge: 0. Its spin multiplicity is 1.

The geometry in XYZ format:
```
61
Properties=species:S:1:pos:R:3:forces:R:3:lowdin_charge:R:1
Ti -0.444630 0.175705 0.006756 1.924 0.328 -1.011 0.499
P -1.329232 -0.443448 -2.387674 -1.684 1.462 2.122 0.728
P 0.914303 0.565661 2.374186 -0.522 -0.090 -0.736 0.794
O -2.036585 0.743270 1.139402 -5.989 -0.749 3.333 -0.203
N 0.634382 1.463920 -0.535290 -0.952 -0.902 0.087 -0.153
C -3.152654 0.514936 1.866144 4.822 -0.463 -4.529 -0.265
C 1.636687 1.981207 -1.264132 0.520 0.527 -0.741 -0.430
C 0.409145 2.029262 3.321349 0.250 0.180 0.213 -0.275
C 0.871561 -0.725801 3.660613 0.234 0.037 0.223 -0.257
C 2.172533 -3.230998 0.400107 0.256 0.810 -0.035 -0.097
C -0.076431 -4.141292 0.637851 -0.382 0.437 -0.105 -0.106
C 3.753837 1.767839 -2.470140 -0.129 0.443 -0.211 -0.116
C -4.452757 0.914212 1.163925 0.447 0.236 0.588 -0.002
C -0.613647 -2.835972 0.618490 1.214 -0.683 0.416 -0.160
C 0.282050 -1.762886 0.578261 -0.995 1.104 -1.090 -0.338
C 2.702726 0.872755 2.148021 -0.077 0.072 0.116 -0.247
C -2.318309 -1.982525 -2.449462 0.121 -0.491 -0.490 -0.260
C 2.619338 3.947668 -2.323813 0.168 -0.474 -0.119 -0.117
C -0.252743 -0.381313 -3.878939 -0.506 -0.137 0.379 -0.228
C -2.932904 -0.483687 2.980709 -0.421 0.676 0.131 -0.006
C 2.705304 1.179307 -1.773277 -0.299 0.144 0.179 -0.068
C 3.717079 3.152592 -2.725757 0.102 0.260 -0.228 -0.133
C -2.643826 0.823055 -2.700826 -0.639 0.199 -1.377 -0.278
C 1.306568 -4.312437 0.514492 -0.306 -0.789 0.099 -0.122
C 1.583376 3.364354 -1.608505 0.361 -0.513 -0.028 -0.066
C 1.655626 -1.929925 0.418408 0.147 -1.483 0.387 -0.180
H -1.687303 -2.839457 -2.198379 -0.018 0.063 0.025 0.037
H 0.034799 0.667379 -4.016591 0.072 -0.223 -0.008 0.052
H 4.580187 1.134628 -2.852015 -0.574 0.586 0.262 0.103
H -0.156136 -0.860458 4.012980 0.158 0.022 -0.001 0.025
H -2.084875 -1.122139 2.738406 0.013 0.066 -0.363 0.065
H 0.446120 2.900776 2.662388 -0.026 -0.054 0.110 0.047
H 3.121379 1.287595 3.073489 0.086 -0.119 -0.180 0.044
H 2.646528 0.086947 -1.651474 0.073 0.591 0.147 0.090
H 4.520069 3.623057 -3.301578 -0.226 -0.212 0.241 0.085
H -3.812254 -1.117955 3.154992 0.135 0.447 0.226 0.094
H 3.253027 -3.373753 0.295800 -0.365 -0.164 -0.022 0.100
H -0.613377 1.902217 3.687983 0.107 0.059 -0.014 0.027
H -2.727375 -2.150840 -3.456233 0.130 0.059 0.104 0.043
H -5.012159 -0.007208 0.901893 0.342 0.372 0.269 0.104
H -3.237255 0.590179 -3.602026 0.043 0.107 0.034 0.034
H 0.142635 -0.546755 -1.494633 0.910 -0.497 0.794 -0.043
H 0.635919 -0.981027 -3.649130 -0.177 0.169 -0.217 0.045
H -4.181226 1.446707 0.242714 -0.040 -0.223 0.355 0.072
H 0.674833 3.899485 -1.324838 0.388 0.001 0.016 0.097
H -0.775536 -0.760874 -4.768188 0.179 0.159 0.223 0.048
H -5.115634 1.564976 1.752748 0.197 -0.329 0.030 0.089
H 1.511682 -0.436516 4.503360 -0.128 -0.181 -0.019 0.047
H -0.757160 -4.993177 0.742133 0.414 0.109 -0.125 0.093
H -2.202108 1.811899 -2.876006 0.129 -0.227 0.147 0.041
H -1.698292 -2.653299 0.649499 0.397 -0.250 0.068 0.081
H 2.313580 -1.063651 0.305630 -0.194 -0.355 -0.018 0.061
H 1.713810 -5.328079 0.496829 -0.134 0.329 0.064 0.095
H -2.606528 0.062661 3.882613 -0.497 -0.216 -0.068 0.096
H 2.543261 5.011390 -2.598196 0.252 -0.584 0.107 0.097
H 2.828633 1.585767 1.326272 0.002 -0.098 0.127 0.038
H 1.212609 -1.672368 3.232352 -0.019 0.110 0.092 0.039
H 3.211848 -0.058738 1.882386 -0.040 0.212 0.142 0.036
H -3.168003 -1.979876 -1.751153 0.431 0.328 -0.092 0.045
H -3.365034 0.939256 -1.877453 0.544 -0.381 -0.052 0.017
H 1.098537 2.165796 4.162529 -0.228 0.183 0.025 0.041
```
Forces are in eV/Å.


Record 3
Formula: C21H36B2BrN2O10
Source: OMol25
Level of theory: ωB97M-V/def2-TZVPD

The calculation puts the HOMO-LUMO gap at 0.3252 Eh. As for the net charge: +1. Its spin multiplicity is 1. Its energy above the lowest of the compared OMol25 structures with the same formula, charge and spin is 0.0 kJ/mol.

The geometry in XYZ format:
```
72
Properties=species:S:1:pos:R:3:forces:R:3:lowdin_charge:R:1
Br -1.590094 -0.044141 -2.721999 -0.190 0.145 -0.009 0.839
O -6.068059 -1.319101 3.280910 -0.023 -0.042 -0.002 0.156
O 2.250063 -3.599432 -7.435267 0.016 0.008 0.037 0.067
O 1.842743 -2.198594 -9.157052 0.016 0.024 -0.053 0.188
O -1.246605 4.193207 1.884966 1.015 -0.185 -0.109 0.195
O -6.606726 -3.489642 3.530552 -0.015 -0.049 -0.024 0.074
O -2.185699 2.212970 2.858728 0.192 -0.211 -0.530 0.076
O -4.545247 -2.942382 2.908788 -0.001 -0.002 0.096 0.071
O 1.154053 -1.697731 -7.065459 -0.049 -0.052 -0.023 0.081
O -1.354330 -2.129879 -0.957537 -0.076 -0.101 -0.016 0.099
O 3.402278 -0.709415 -0.156297 0.355 0.268 0.351 0.155
N 1.157370 1.922957 1.310474 0.128 0.070 -0.219 0.026
N 0.567082 0.329765 -0.019541 -0.121 -0.035 -0.026 0.025
C 5.661544 1.072225 0.403427 -0.126 0.126 -0.055 -0.084
C 0.990658 -2.492870 -5.882314 -0.008 0.044 0.096 -0.326
C 0.968636 -1.615945 -4.654078 0.291 0.061 -0.105 -0.048
C 2.160644 -3.444954 -6.017686 0.007 -0.062 0.012 -0.095
C -3.508154 2.071277 2.268045 -0.501 -0.036 0.137 -0.198
C 1.642892 0.968633 0.501897 -0.051 -0.067 -0.001 -0.025
C 3.313705 4.978586 1.960757 -0.169 0.113 -0.238 -0.058
C 1.971309 2.877476 2.069233 -0.129 0.131 0.416 -0.073
C -0.797324 -1.190296 -1.401521 0.062 0.017 0.125 -0.815
C 4.301449 1.656414 -0.035414 0.173 -0.165 -0.041 -0.137
C -5.958248 -4.709590 3.146317 -0.029 -0.043 0.049 -0.084
C 0.605172 -0.770826 -0.990644 0.341 0.080 -0.191 -0.105
C -3.961672 0.629121 2.332307 0.470 0.144 -0.049 -0.064
C -5.771517 -2.469246 3.245199 -0.049 -0.035 -0.017 -0.558
C -3.534360 -5.102800 2.403256 -0.034 0.098 -0.183 -0.019
C -0.572731 0.899818 0.467564 -0.135 0.349 0.442 0.034
C 1.758473 -2.471181 -8.010290 0.013 0.004 0.046 -0.553
C 1.858118 4.402761 -0.032199 -0.146 0.185 0.055 -0.035
C -0.217566 1.910630 1.314921 -0.113 -0.165 -0.220 0.017
C 2.008055 4.309752 1.495908 0.378 0.032 -0.152 -0.368
C -4.496520 -4.339757 3.276323 0.074 -0.093 -0.078 -0.323
B 3.156996 0.613402 0.124685 0.023 -0.041 -0.067 -0.369
B -1.260032 2.839150 2.083709 -0.345 0.140 0.521 -0.586
H 1.970083 -1.242448 -4.426359 0.003 -0.013 -0.028 0.091
H 2.008075 -4.410329 -5.542142 -0.021 -0.058 -0.130 0.139
H 1.379417 3.532609 -0.482198 -0.011 -0.022 0.018 0.074
H 2.970406 2.465066 2.192044 -0.049 -0.062 -0.203 0.123
H 6.413074 1.858422 0.454382 0.020 -0.031 0.003 0.081
H -6.232911 -4.934147 2.113235 0.056 -0.044 -0.014 0.140
H -6.272275 -5.522044 3.795241 -0.062 0.094 0.086 0.142
H -1.160120 4.735411 2.675487 -0.667 0.092 0.018 0.129
H 6.005530 0.319805 -0.303927 -0.014 -0.039 0.084 0.081
H 4.126284 4.768777 1.261349 0.030 -0.135 0.126 0.075
H -4.021240 0.291371 3.363478 -0.109 -0.017 -0.024 0.083
H 1.106086 -1.636984 -0.568325 -0.135 0.003 0.101 0.138
H -4.185670 -4.386221 4.323691 -0.004 0.025 0.009 0.159
H -4.198622 2.710254 2.819321 0.088 0.052 -0.002 0.130
H 1.223457 5.252879 -0.284214 0.094 0.009 -0.032 0.091
H -3.501043 2.419948 1.228316 0.096 0.082 0.070 0.124
H 3.092494 -2.999097 -5.659130 -0.031 0.025 0.073 0.138
H 3.181501 6.060724 1.959072 0.085 -0.014 0.104 0.091
H 1.193486 4.874799 1.943972 -0.130 -0.211 -0.011 0.113
H 0.322724 -0.758554 -4.823061 -0.093 -0.046 0.001 0.051
H 2.819658 4.555015 -0.522706 0.002 -0.093 -0.006 0.080
H 1.544004 2.902443 3.074403 0.042 0.018 -0.027 0.149
H -4.934930 0.510974 1.859970 -0.030 0.032 0.113 0.086
H -3.942267 -5.252815 1.402975 -0.008 0.027 0.001 0.088
H -1.576594 0.602516 0.215093 0.121 -0.218 -0.109 0.124
H 0.597402 -2.183107 -3.798923 -0.016 -0.034 -0.019 0.073
H -2.598530 -4.554283 2.304016 0.028 -0.028 0.092 0.085
H 1.158516 -0.447202 -1.872148 -0.034 -0.016 0.023 0.123
H 5.587916 0.609549 1.389887 0.099 0.007 -0.026 0.079
H 3.616052 4.658621 2.958693 -0.044 0.101 0.049 0.086
H -3.320900 -6.076890 2.841552 -0.013 -0.008 0.007 0.092
H 4.365384 1.913428 -1.102737 -0.092 0.058 0.005 0.131
H 0.046567 -3.037546 -5.978864 -0.007 0.000 -0.001 0.162
H 4.108630 2.596317 0.479363 -0.081 0.022 -0.115 0.068
H -3.248723 -0.017420 1.812039 -0.061 -0.029 0.013 0.071
H 3.260727 -1.330204 0.566488 -0.299 -0.186 -0.221 0.133
```
Forces are in eV/Å.